(1)
Molecular formula: C5H6O
Method: DFT, wB97M-V/def2-TZVPD

```
12
C5H6O | the Open Molecules 2025 dataset | wB97M-V/def2-TZVPD
C -1.034 -0.571 0.356
C 1.381 -0.628 -0.071
H 0.502 0.752 1.295
H -1.508 -1.436 0.795
C -0.424 0.921 -0.774
H 3.147 -1.891 -0.743
C 0.262 0.190 0.391
H 0.002 1.221 -1.726
H -1.786 1.155 1.132
O -1.360 -0.089 -0.826
H -1.504 1.670 0.590
C 2.323 -1.293 -0.420
```

* multiplicity: 1
* strongest force on any atom: 0.5 eV Å⁻¹
* energy relative to the best compared isomer or geometry (same formula, charge and spin): 671.2 kJ/mol

natural (NBO) charges in e: atom 1 (C): 0.1357, atom 2 (C): -0.0112, atom 3 (H): 0.2698, atom 4 (H): 0.2194, atom 5 (C): -0.0257, atom 6 (H): 0.2401, atom 7 (C): -0.4218, atom 8 (H): 0.1994, atom 9 (H): -0.0486, atom 10 (O): -0.3470, atom 11 (H): 0.0130, atom 12 (C): -0.2232

---

(2)
Molecular formula: HO2S2
Method: DFT, wB97M-V/def2-TZVPD

```
5
HO2S2 | the Open Molecules 2025 dataset | wB97M-V/def2-TZVPD
O -1.562 0.706 -0.107
H -2.443 -0.638 0.420
S 1.787 -1.081 -1.097
S 1.164 0.611 -0.347
O 1.054 0.402 1.131
```

* multiplicity: 1
* strongest force on any atom: 4.8 eV Å⁻¹
* charge: -1
* energy relative to the best compared isomer or geometry (same formula, charge and spin): 524.7 kJ/mol

natural (NBO) charges in e: atom 1 (O): -0.9982, atom 2 (H): 0.1818, atom 3 (S): -0.4451, atom 4 (S): 1.0970, atom 5 (O): -0.8355